This record from the Open Molecules 2025 dataset describes the molecule C9H17N5O in a non-equilibrium geometry. The level of theory is wB97M-V/def2-TZVPD.

Lowest unoccupied orbital energy = 0.8 eV
Molecular weight = 211.3 g mol⁻¹
Structure (SMILES) = CCCCC(=O)Nc1nnn(CCC)n1
Energy above the lowest of the compared OMol25 structures with the same formula, charge and spin = 0.00 kcal/mol
Total charge = 0

Last column: Mulliken charge in e.
Positions of all 32 atoms, in Å:
C1 -2.70822 -2.20043 0.41198  -1.131
C2 -3.58463 -1.00463 0.76709  -0.316
C3 -3.98873 -0.17417 -0.45109  -0.815
C4 -2.81400 0.59316 -1.07254  -0.354
C5 -2.34871 1.66355 -0.12291  0.277
O1 -3.05088 2.56454 0.27255  -0.644
N1 -1.04417 1.61237 0.32969  -0.079
C6 -0.01767 0.75322 0.07964  0.514
N2 -0.02372 -0.34049 -0.70774  -0.067
N3 1.16402 -0.84174 -0.64013  -1.031
N4 1.86504 -0.08991 0.15552  1.241
C7 3.24968 -0.31033 0.44092  -0.719
C8 4.12563 0.66600 -0.34743  -0.232
C9 5.60021 0.44581 -0.04094  -1.248
N5 1.18111 0.92926 0.63822  -0.923
H1 -3.21899 -2.84417 -0.30089  0.307
H2 -1.76619 -1.88335 -0.02716  0.266
H3 -2.48976 -2.78443 1.30353  0.346
H4 -4.49401 -1.36599 1.25370  0.338
H5 -3.06350 -0.36510 1.48358  0.254
H6 -4.74920 0.55067 -0.15307  0.340
H7 -4.42089 -0.83124 -1.20805  0.397
H8 -3.16984 1.09998 -1.97275  0.318
H9 -2.00287 -0.07852 -1.33774  0.404
H10 -0.79488 2.36181 0.96666  0.226
H11 3.40395 -0.17094 1.51374  0.343
H12 3.47161 -1.34210 0.16219  0.335
H13 3.94384 0.52466 -1.41478  0.299
H14 3.83841 1.68589 -0.08482  0.332
H15 5.89950 -0.56526 -0.30653  0.338
H16 6.20941 1.14429 -0.60782  0.347
H17 5.79845 0.59759 1.01736  0.335



This record from the Open Molecules 2025 dataset describes a cluster of 2 separate species, C9H17NO2 in total in a non-equilibrium geometry. The level of theory is wB97M-V/def2-TZVPD.

Lowest unoccupied orbital energy = 1.0 eV
Molecular weight = 171.2 g mol⁻¹
Structure (SMILES) = C=COC(=C)C.C=NOCCC
Energy above the lowest of the compared OMol25 structures with the same formula, charge and spin = 98.31 kcal/mol
Total charge = 0

Last column: Mulliken charge in e.
Positions of all 29 atoms, in Å:
C1 1.76358 1.37823 5.49643  -0.859
C2 1.28297 1.46294 4.25976  0.185
O1 0.88413 0.35192 3.55280  -0.357
C3 0.48024 0.40052 2.24617  0.933
C4 0.28264 -0.75051 1.60705  -0.562
C5 0.20342 1.73512 1.58988  -1.358
H1 1.86775 0.43370 6.02889  0.267
H2 2.10061 2.26893 6.00831  0.265
H3 1.18550 2.40914 3.71240  0.246
H4 0.32520 -1.69521 2.15594  0.271
H5 0.01120 -0.79037 0.55148  0.000
H6 -0.21099 1.54560 0.60233  0.276
H7 -0.49497 2.36683 2.14313  0.367
H8 1.13392 2.30360 1.41989  0.356
C6 -1.98431 -2.14837 -1.45086  -0.424
N1 -1.25809 -1.11203 -1.66078  -0.362
O2 -0.11087 -1.43782 -2.36981  -0.152
C7 0.45436 -0.26644 -3.00775  -0.268
C8 -0.09211 -0.00942 -4.41775  -0.313
C9 -1.59410 0.18412 -4.47574  -1.074
H9 -2.89214 -2.07006 -0.85516  0.282
H10 -1.70291 -3.07613 -1.96754  0.309
H11 0.28015 0.61996 -2.34062  0.231
H12 1.54707 -0.48353 -3.04247  0.275
H13 0.17235 -0.86873 -5.05799  0.246
H14 0.43927 0.88502 -4.79481  0.312
H15 -2.12209 -0.76168 -4.30174  0.252
H16 -1.93024 0.89967 -3.71422  0.311
H17 -1.86934 0.56752 -5.46962  0.343



This record from the Open Molecules 2025 dataset describes the molecule C9H17NO2S in a non-equilibrium geometry. The level of theory is wB97M-V/def2-TZVPD.

Lowest unoccupied orbital energy = 0.2 eV
Molecular weight = 203.3 g mol⁻¹
Structure (SMILES) = CCC[N@@H+]1CCC[C@]1(CS)C(=O)[O-]
Energy above the lowest of the compared OMol25 structures with the same formula, charge and spin = 58.56 kcal/mol
Total charge = 0

Last column: Mulliken charge in e.
Positions of all 30 atoms, in Å:
C1 -3.48729 1.09480 1.10462  -1.260
C2 -2.34503 0.06044 1.21765  -0.174
C3 -1.16087 0.44900 0.30829  -0.906
N1 -0.06385 -0.54155 0.23130  -0.080
C4 0.75907 -0.72643 1.41454  -0.611
C5 1.81013 -1.52649 0.78118  -0.575
C6 2.26875 -0.77972 -0.42822  -0.469
C7 1.01960 -0.03657 -0.71740  0.030
C8 0.42305 -0.28147 -2.29456  -0.887
S1 1.78044 -0.02526 -3.44630  -0.352
C9 1.57031 1.49840 -0.50739  0.410
O1 2.10396 1.85474 -1.51543  -0.691
O2 1.39045 1.92598 0.59359  -0.704
H1 -3.18335 2.07764 1.43167  0.353
H2 -3.75093 1.09358 0.07610  0.359
H3 -4.27082 0.62502 1.86391  0.325
H4 -2.82959 -0.93997 0.88671  0.284
H5 -2.03163 0.06600 2.24456  0.380
H6 -1.43864 0.56448 -0.77343  0.209
H7 -0.77624 1.31213 0.57778  0.504
H8 -0.42030 -1.49116 -0.06480  0.547
H9 0.40793 -1.12739 2.36181  0.386
H10 0.99984 0.36968 1.66347  0.378
H11 1.33723 -2.60759 0.62530  0.211
H12 2.60297 -1.58683 1.50734  0.440
H13 3.09565 -0.11664 -0.16299  0.247
H14 2.53257 -1.37678 -1.32673  0.370
H15 -0.37701 0.31904 -2.48196  0.546
H16 -0.06101 -1.28703 -2.38689  0.418
H17 2.09459 1.13995 -2.78370  0.310



This record from the Open Molecules 2025 dataset describes a cluster of 2 separate species, C9H17O5P in total in a non-equilibrium geometry. The level of theory is wB97M-V/def2-TZVPD.

Lowest unoccupied orbital energy (spin up / spin down) = -1.1 / -0.8 eV
Molecular weight = 236.2 g mol⁻¹
Energy above the lowest of the compared OMol25 structures with the same formula, charge and spin = 115.39 kcal/mol
Total charge = 0

Last column: Mulliken charge in e.
Positions of all 32 atoms, in Å:
C1 0.74456 1.38767 -0.11756  0.523
C2 1.47958 -0.70575 3.10033  -0.509
C3 1.05791 -1.71076 2.02396  -0.688
C4 1.49586 -0.16960 1.73423  0.086
C5 -0.51461 1.21516 2.16767  -1.773
C6 0.07090 3.14836 -1.60383  -0.768
C7 1.25186 -1.77877 -2.32475  -0.707
C8 -3.21532 -1.18564 -1.17648  -0.738
C9 0.52796 0.78020 1.27814  0.478
O1 1.73308 1.19131 -0.78181  -0.633
O2 -1.04652 0.11005 -2.32048  -0.785
O3 -0.27771 2.23393 -0.53122  -0.293
O4 0.34606 -1.74861 -1.23809  -0.346
O5 -2.04202 -1.30436 -0.34569  -0.384
P1 -0.72035 -0.54244 -0.98427  1.113
H1 0.68054 -0.39839 3.74137  0.319
H2 2.59020 -0.87527 3.47928  0.227
H3 1.85545 -2.44937 1.77583  0.224
H4 0.06998 -1.99334 1.81549  0.312
H5 2.38771 -0.08783 1.07346  0.530
H6 -1.09944 1.97037 1.68502  0.383
H7 -0.14642 1.50235 3.15151  0.467
H8 -1.14665 0.33705 2.32909  0.381
H9 -0.19926 4.12985 -1.36161  0.284
H10 -0.76350 2.80855 -2.30896  0.223
H11 1.05496 3.06929 -1.97844  0.354
H12 1.23835 -0.88245 -3.01200  0.268
H13 0.80294 -2.52689 -3.06453  0.270
H14 2.27156 -2.04638 -2.09455  0.307
H15 -3.07710 -0.34276 -1.88025  0.350
H16 -4.04891 -1.00713 -0.57310  0.254
H17 -3.36165 -2.12839 -1.65778  0.269



no.,electronic energy (eV)
1,-19106.6188
2,-15189.9293
3,-26025.9531
4,-29131.8686